Record 1
This record from the Open Molecules 2025 dataset describes a single C22H32N2O3 molecule. The level of theory is the ωB97M-V functional and the def2-TZVPD basis.

XYZ file:
```
59
Properties=species:S:1:pos:R:3:forces:R:3
C -5.584953 -0.561554 1.106439 -0.1 -0.2 0.2
O -4.896761 0.295669 0.226902 0.2 0.3 -0.2
C -3.723583 0.842875 0.638302 0.2 0.2 0.1
C -3.270274 0.834782 1.951823 -0.3 -0.2 0.0
C -2.086981 1.471274 2.287607 0.1 0.1 0.0
C -1.344008 2.122106 1.322766 0.1 0.1 0.1
C -1.777748 2.102921 0.006336 -0.1 0.0 0.1
C -2.952311 1.468419 -0.355073 -0.2 0.0 -0.1
C -3.381125 1.382139 -1.793371 -0.1 -0.3 0.1
C -3.328554 -0.073924 -2.284705 -0.2 0.1 0.0
N -2.057406 -0.696108 -1.989459 -0.1 0.3 -0.4
C -1.894567 -1.566204 -0.969571 0.7 -0.2 -0.3
O -2.814257 -2.008832 -0.315500 -0.4 -0.1 0.3
C -0.434431 -1.942169 -0.713460 -0.2 0.0 0.2
C -0.314087 -3.300259 -0.008672 -0.1 0.0 0.0
C 0.565333 -3.226111 1.243394 0.1 -0.2 -0.1
C 1.814293 -2.402368 1.012178 -0.3 -0.1 0.2
O 2.936251 -2.783870 1.283838 0.4 -0.3 0.1
N 1.551132 -1.182784 0.485329 0.1 0.0 -0.1
C 2.633145 -0.245438 0.228199 0.0 0.1 0.0
C 2.446782 1.018101 1.074658 0.3 -0.1 0.1
C 3.720635 1.844417 1.231188 -0.3 0.2 -0.2
C 4.377697 2.262406 -0.084618 0.3 -0.1 0.2
C 5.071391 1.100357 -0.798962 -0.1 0.1 -0.2
C 4.177549 0.297533 -1.749262 0.0 0.1 0.1
C 2.741003 0.080759 -1.267088 0.2 -0.1 0.0
C 0.188400 -0.841175 0.163005 -0.3 -0.1 -0.1
H -6.430783 -0.946119 0.538429 0.0 0.0 0.1
H -5.957125 -0.027525 1.986917 0.0 0.0 0.0
H -4.946166 -1.393944 1.413630 0.0 0.0 0.0
H -3.835131 0.335896 2.722811 -0.1 -0.1 0.1
H -1.751905 1.459537 3.314275 0.0 0.0 0.1
H -0.430903 2.632160 1.589443 0.1 0.0 0.0
H -1.191947 2.596593 -0.757854 0.0 0.0 -0.1
H -4.406616 1.738238 -1.900407 0.0 0.1 -0.1
H -2.728104 2.005365 -2.408452 0.0 0.1 0.0
H -3.509265 -0.113556 -3.362838 0.0 0.0 0.1
H -4.087220 -0.661775 -1.767551 0.1 0.1 -0.2
H -1.242490 -0.308897 -2.438748 0.1 -0.2 0.1
H 0.100327 -1.963439 -1.668183 0.0 0.1 0.1
H -1.313952 -3.633152 0.278683 0.1 0.0 -0.1
H 0.101917 -4.036059 -0.697809 0.0 0.0 0.0
H 0.006683 -2.761242 2.059473 0.0 0.0 0.0
H 0.862131 -4.225259 1.561365 0.0 0.1 0.1
H 3.531906 -0.778011 0.554227 -0.1 0.1 0.0
H 1.665748 1.639844 0.629643 -0.1 0.0 0.0
H 2.104411 0.719913 2.068588 -0.1 0.0 0.0
H 4.445026 1.275700 1.818152 0.0 0.0 0.1
H 3.471062 2.742764 1.801856 0.0 0.0 0.1
H 3.642365 2.727317 -0.743123 -0.1 0.1 -0.1
H 5.128810 3.021076 0.148085 -0.1 0.1 -0.1
H 5.491622 0.434193 -0.043767 0.1 0.0 0.0
H 5.910544 1.486079 -1.382414 0.1 -0.1 0.1
H 4.647871 -0.673929 -1.913197 0.0 0.0 -0.1
H 4.132798 0.804235 -2.716738 0.1 -0.1 0.0
H 2.145305 0.970033 -1.486977 -0.1 0.0 0.0
H 2.317782 -0.747001 -1.841078 -0.1 0.0 0.0
H 0.177210 0.113995 -0.361369 0.0 0.0 0.1
H -0.414448 -0.725965 1.072682 0.0 0.1 -0.1
```
Forces are in eV/Å.

Output
- Structure (SMILES): COc1ccccc1CCNC(=O)[C@@H]1CCC(=O)N(C2CCCCCC2)C1
- F_max: 0.0144 Eh/bohr
- Highest occupied orbital energy: -0.3136 Eh
- E_LUMO: 0.543 eV
- Kohn-Sham gap: 9.08 eV
- 2S+1: 1

=====

Record 2
This record from the Open Molecules 2025 dataset describes a molecular structure, C4H12NOS. The level of theory is the ωB97M-V functional and the def2-TZVPD basis.

XYZ file:
```
19
Properties=species:S:1:pos:R:3:forces:R:3
C -1.374566 1.160225 0.279765 3.6 -0.1 -2.0
C -1.987146 -1.537976 0.031768 4.8 -0.3 2.4
C 1.708637 0.114803 1.319967 -0.8 -4.2 0.5
C 1.346242 0.595387 -1.554092 -0.2 0.4 -1.3
N -0.727262 -0.140304 0.305442 -2.8 -3.5 -0.5
O 0.962668 -1.888210 -0.431423 0.0 2.3 0.2
S 0.794416 -0.454367 -0.159128 -0.3 -1.4 0.5
H -1.975676 1.432416 1.063074 -1.7 -0.2 2.0
H -0.514741 1.812704 0.334626 0.0 1.1 0.0
H -1.801703 1.280111 -0.682669 -0.9 0.5 -0.7
H -2.620048 -1.415262 -0.817420 0.2 0.5 -0.9
H -1.116684 -2.376684 0.016068 -2.9 1.8 -0.1
H -2.560859 -1.475668 0.987065 0.8 0.0 -0.8
H 1.101240 0.869695 1.693477 -0.7 1.6 0.9
H 2.688895 0.351934 1.078751 1.8 0.8 -0.5
H 1.759594 -0.797065 2.098202 -0.5 1.9 -2.0
H 2.493058 0.691508 -1.574707 -1.8 -0.5 0.1
H 0.914608 1.641377 -1.430248 0.5 -1.3 0.0
H 0.909333 0.135377 -2.558523 1.0 0.8 2.3
```
Forces are in eV/Å.

Output
- F_max: 0.1046 Eh/bohr
- Highest occupied orbital energy: -0.5331 Eh
- E_LUMO: -3.613 eV
- Kohn-Sham gap: 10.89 eV
- Total charge: +1
- 2S+1: 1

=====

Record 3
This record from the Open Molecules 2025 dataset describes a molecular structure, C12H44O14Ti. The level of theory is the ωB97M-V functional and the def2-TZVPD basis.

XYZ file:
```
71
Properties=species:S:1:pos:R:3:forces:R:3
Ti 0.875113 2.594510 0.368914 0.1 1.6 -0.4
C -0.320787 -0.016010 0.036664 -1.6 1.1 0.9
O -0.870877 -1.023750 0.483704 -0.6 -0.6 -0.3
O 0.909513 0.080980 0.008964 2.3 -0.6 -0.2
O -0.942487 1.050180 -0.287656 0.0 -0.4 0.2
C 4.017063 -1.784880 -0.751846 0.2 -0.4 -1.0
O 3.471643 -1.153110 0.367964 0.0 0.4 0.6
H 4.150603 -1.129790 -1.612726 0.1 0.4 0.0
H 4.996913 -2.188020 -0.495956 -0.1 0.0 0.2
H 3.379843 -2.583180 -1.132326 0.0 -0.3 0.2
H 2.625483 -0.762540 0.137584 0.0 -0.2 -0.2
C 1.215203 -1.676030 2.893464 0.3 0.5 0.1
O 0.503193 -2.715890 2.290764 0.1 -0.8 0.3
H 0.572453 -0.998100 3.455054 -0.2 0.3 -0.2
H 1.940803 -2.023780 3.628764 0.0 -0.5 -0.2
H 1.786353 -1.161360 2.120804 0.2 0.3 0.2
H -0.020417 -2.334720 1.582134 -0.1 0.0 0.0
C 0.200193 -0.103260 -3.481696 -0.6 0.7 0.5
O 1.327963 0.003740 -2.595896 0.4 0.1 -1.0
H 0.566253 -0.144260 -4.507566 0.1 -0.3 0.3
H -0.505637 -0.897140 -3.237456 0.6 -0.6 -0.1
H -0.462507 0.759810 -3.418146 0.3 0.6 0.0
H 1.129523 -0.007530 -1.656696 -0.4 -0.4 -0.4
C -3.415107 -0.821100 -1.799256 1.4 0.3 -1.0
O -2.832447 0.466010 -2.150796 -1.1 -0.3 0.6
H -3.871357 -0.939890 -0.816496 -0.4 0.6 -0.1
H -4.080267 -1.060120 -2.629026 -0.1 -0.2 0.4
H -2.548807 -1.482630 -1.802246 -0.4 -0.7 -0.2
H -2.155617 0.617430 -1.487036 0.0 0.3 -0.1
C -3.671657 -0.052680 2.089544 -1.3 1.9 0.9
O -2.436727 -0.139050 2.703854 1.9 -0.7 0.1
H -4.355077 -0.865930 2.333804 0.3 -0.3 -0.6
H -4.068777 0.826170 2.597504 -0.9 0.2 -0.3
H -3.553117 0.238770 1.045944 -0.5 -0.5 -0.2
H -1.824247 -0.270260 1.976354 0.4 -0.3 0.5
C -2.518997 -3.594620 2.029264 0.8 -0.4 0.0
O -3.008637 -2.900880 0.911054 -0.7 0.4 -0.3
H -2.080007 -2.934630 2.777454 -0.3 0.1 0.2
H -3.305517 -4.223640 2.446174 0.0 0.2 0.0
H -1.699087 -4.233960 1.702004 0.1 -0.4 0.2
H -2.390207 -2.198020 0.698594 -0.1 -0.1 -0.1
C -1.533997 3.903240 -2.420706 -1.1 0.4 -0.8
O -0.398067 3.320960 -1.857836 1.0 -0.4 0.7
H -2.192877 3.184530 -2.907966 0.1 -0.4 0.0
H -2.164327 4.410230 -1.690126 0.2 0.4 0.1
H -1.210267 4.564940 -3.224106 0.0 0.3 0.3
H -0.686677 2.568390 -1.336346 -0.4 -0.3 -0.4
C 3.876963 2.198420 -2.098966 1.5 0.6 0.6
O 2.538743 2.472630 -1.847876 -1.1 0.5 0.6
H 4.466303 3.072670 -1.822436 -0.1 0.1 0.4
H 4.186543 1.375170 -1.455136 0.4 -0.3 -0.4
H 4.162433 2.082650 -3.144526 -0.5 -0.6 -0.2
H 2.063463 1.681330 -2.111596 -0.6 -0.4 -0.7
C -1.611947 3.499090 2.583054 0.2 0.4 1.4
O -1.553777 3.543410 1.197734 0.6 -0.1 -1.6
H -1.287327 4.471510 2.953364 0.0 0.0 -0.1
H -2.622917 3.344700 2.960144 0.0 -0.3 0.0
H -0.912067 2.764790 2.981894 -0.2 -0.3 0.2
H -1.854677 2.710970 0.826124 -0.4 -0.2 0.1
C 3.295443 1.409200 2.162134 2.8 -0.5 -0.2
O 1.933693 1.486860 2.123114 -2.4 1.0 0.0
H 3.603023 0.494520 2.668954 0.2 0.0 0.1
H 3.678553 1.341160 1.143944 0.4 0.0 -0.1
H 3.780833 2.259310 2.641524 -0.5 0.1 0.1
H 1.659323 0.738340 1.588274 -0.3 -0.5 0.3
C 0.544623 -3.818970 -1.092866 -0.3 0.3 0.3
O -0.306637 -2.896000 -1.789956 0.5 -0.6 -0.2
H -0.028527 -4.352790 -0.334816 0.0 0.0 0.2
H 0.980943 -4.582300 -1.737106 -0.2 0.4 -0.4
H 1.359183 -3.272120 -0.617946 0.1 -0.1 0.2
H -0.495727 -2.193660 -1.163416 -0.1 -0.2 0.0
```
Forces are in eV/Å.

Output
- F_max: 0.0552 Eh/bohr
- Highest occupied orbital energy (spin up / spin down): -0.2142 / -0.3618 Eh
- E_LUMO (spin up / spin down): 0.150 / -5.339 eV
- Kohn-Sham gap (spin up / spin down): 5.98 / 4.51 eV
- ⟨S²⟩: 6.008
- 2S+1: 5

=====

Record 4
This record from the Open Molecules 2025 dataset describes a single C4H6N4 molecule. The level of theory is the ωB97M-V functional and the def2-TZVPD basis.

XYZ file:
```
14
Properties=species:S:1:pos:R:3:forces:R:3
C -0.349955 1.300821 0.278224 0.0 2.2 2.8
C -2.776193 0.444982 0.188079 -1.1 -0.5 0.0
C -1.624345 0.751068 0.303627 -1.3 0.2 -1.2
C 0.684929 0.535420 0.047486 3.7 -3.2 -2.3
N 0.554720 -0.564261 -0.879729 -0.7 -0.1 -0.1
N 0.292240 -1.922466 -0.203328 1.0 -1.3 -3.4
N 0.011993 -2.116921 0.889332 -0.5 -0.2 2.1
N 2.056686 0.629678 0.368072 -5.0 2.6 2.1
H -0.271004 2.221317 0.892859 0.3 -0.5 -0.6
H -3.805627 0.156515 0.064387 0.5 0.1 0.2
H -0.262958 -0.388035 -1.480083 0.3 -0.3 0.4
H 0.534192 -2.709935 -0.991295 -0.6 1.9 1.4
H 2.242303 1.573852 0.557607 1.2 1.0 0.6
H 2.713013 0.087964 -0.035237 2.1 -1.9 -2.0
```
Forces are in eV/Å.

Output
- F_max: 0.1173 Eh/bohr
- Highest occupied orbital energy: -0.2979 Eh
- E_LUMO: 0.829 eV
- Kohn-Sham gap: 8.93 eV
- 2S+1: 1

=====

Record 5
This record from the Open Molecules 2025 dataset describes a molecular structure, C3H6N2S. The level of theory is the ωB97M-V functional and the def2-TZVPD basis.

XYZ file:
```
12
Properties=species:S:1:pos:R:3:forces:R:3
C 0.187295 -0.335307 -0.187080 -3.2 1.3 1.6
C -0.997456 0.674056 -0.378590 1.3 1.8 -2.9
C -2.256751 0.496516 -0.052441 -1.2 0.8 -1.6
H 3.142303 -1.151867 1.176105 -0.8 1.0 -3.5
H 1.892135 1.801560 0.572416 -1.2 -1.9 -1.6
H 0.499959 -1.946595 0.878916 1.1 -0.7 -0.2
H -0.986936 1.614221 -1.099381 1.4 -1.9 1.6
H -2.970935 1.220586 -0.553934 0.7 -0.9 1.2
H -2.641851 -0.401090 0.336599 -0.4 -0.9 1.0
N 1.384012 0.108684 -0.655625 4.2 1.6 1.6
N -0.185211 -1.382390 0.429632 -0.3 0.4 -0.1
S 2.933436 -0.698375 -0.466618 -1.5 -0.6 2.9
```
Forces are in eV/Å.

Output
- F_max: 0.0929 Eh/bohr
- Highest occupied orbital energy: -0.3356 Eh
- E_LUMO: -2.784 eV
- Kohn-Sham gap: 6.35 eV
- 2S+1: 1

=====

Record 6
This record from the Open Molecules 2025 dataset describes a molecular structure, C26H25BCl2F4N5PSSn. The level of theory is the ωB97M-V functional and the def2-TZVPD basis.

XYZ file:
```
66
Properties=species:S:1:pos:R:3:forces:R:3
Sn 0.668733 0.415481 1.090334 -0.7 -0.1 0.0
N 3.225075 3.978868 0.674577 0.0 0.1 0.0
C 2.475605 2.977540 1.140719 0.2 0.0 0.2
S 0.919391 2.748880 0.377833 -0.1 0.2 0.1
N 2.958510 2.259461 2.116864 -0.1 -0.1 -0.3
N 2.157432 1.236750 2.514983 0.1 -0.3 0.5
C 2.331672 0.806499 3.709022 0.0 -0.1 0.0
C 1.498577 -0.245972 4.276752 0.1 0.1 0.0
C 1.803793 -0.795709 5.510288 0.0 0.0 -0.1
C 1.014256 -1.834327 5.984708 0.0 0.0 -0.1
C -0.028304 -2.281416 5.192439 0.0 0.0 0.1
C -0.270619 -1.656145 3.978160 0.1 0.0 0.0
N 0.455078 -0.628791 3.536220 -0.2 -0.2 -0.1
H 2.863062 4.628348 -0.001410 0.0 0.0 0.0
H 4.099953 4.183831 1.132814 0.0 0.0 0.0
H 3.119954 1.251239 4.306518 0.0 0.1 0.0
H 2.653596 -0.428334 6.069417 0.0 0.0 0.0
H 1.220330 -2.291652 6.942401 0.0 0.0 0.0
H -0.652402 -3.111185 5.491745 0.0 0.0 0.0
H -1.066504 -2.039147 3.345468 0.1 0.0 0.1
N -1.523975 0.109684 1.789003 0.1 0.0 -0.3
C -2.611984 0.153171 0.824934 0.1 0.3 0.1
C -3.905062 0.368511 1.272444 -0.1 -0.1 0.0
C -4.953142 0.333782 0.366498 0.0 0.0 0.0
C -4.709382 0.101297 -0.981279 0.0 0.0 0.0
C -3.411354 -0.074346 -1.425483 -0.1 0.0 0.0
C -2.347164 -0.058708 -0.520910 0.0 -0.2 0.0
P -0.670894 -0.046888 -1.168576 0.3 0.2 0.0
C -0.747237 1.411407 -2.230057 0.0 0.1 -0.1
C -1.294706 2.584501 -1.700570 -0.1 0.0 0.0
C -1.476662 3.697506 -2.497166 0.0 0.0 0.0
C -1.125419 3.648238 -3.842160 0.0 0.0 0.0
C -0.621523 2.477986 -4.386787 0.0 0.0 0.0
C -0.434688 1.358054 -3.588616 0.1 0.0 0.0
C -0.244437 -1.464917 -2.151806 -0.2 -0.2 0.1
C 0.923431 -1.446168 -2.917853 0.0 0.0 0.1
C 1.261359 -2.558254 -3.666341 0.0 0.0 0.0
C 0.453796 -3.688731 -3.636701 0.0 0.0 0.0
C -0.705164 -3.707224 -2.874433 0.0 0.0 0.0
C -1.053215 -2.600519 -2.119856 -0.1 0.1 -0.1
H -1.424529 -0.875443 2.021983 0.2 0.0 0.1
H -1.761227 0.598937 2.647629 0.0 0.1 0.0
H -4.099652 0.534286 2.325383 0.0 0.0 0.0
H -5.965305 0.481821 0.717704 0.0 0.0 0.0
H -5.529266 0.074565 -1.685490 0.0 0.0 0.0
H -3.215026 -0.210192 -2.482343 0.0 0.0 0.0
H -1.614814 2.625641 -0.664832 0.0 0.0 0.0
H -1.903455 4.598499 -2.077590 0.0 0.0 0.0
H -1.263531 4.519683 -4.468324 0.0 0.0 0.0
H -0.383448 2.426963 -5.440574 0.0 0.0 0.0
H -0.073441 0.445548 -4.038349 0.0 0.0 0.0
H 1.565950 -0.574495 -2.923540 0.0 0.0 0.0
H 2.158121 -2.548902 -4.271132 0.0 0.0 0.0
H 0.738157 -4.565775 -4.202659 0.0 0.0 0.0
H -1.329831 -4.589707 -2.854745 0.0 0.0 0.0
H -1.947389 -2.621377 -1.511799 0.0 0.0 0.0
Cl 3.213159 -0.310775 -0.323422 0.1 0.1 -0.2
C 4.050754 0.645869 -1.593295 0.0 -0.1 0.1
Cl 2.997470 1.805980 -2.381816 0.0 0.0 0.0
H 4.390401 -0.080971 -2.321342 0.1 0.0 0.0
H 4.875034 1.159854 -1.114947 0.0 0.0 0.0
F 1.001193 -3.711811 1.851088 0.1 0.2 0.0
B 0.862347 -2.762044 0.898859 -0.8 -0.8 0.2
F 1.545342 -1.515576 1.417396 0.5 0.7 -0.2
F 1.366278 -3.042295 -0.319193 0.0 0.1 0.1
F -0.503060 -2.280884 0.861215 0.3 0.0 -0.2
```
Forces are in eV/Å.

Output
- F_max: 0.0228 Eh/bohr
- Highest occupied orbital energy: -0.5276 Eh
- E_LUMO: -7.214 eV
- Kohn-Sham gap: 7.14 eV
- Total charge: +2
- 2S+1: 1

=====

Which calculated total energy belongs to each record? In order, -32457.5854, -18704.5785, -64929.3069, -10199.6778, -17015.5700, -97357.7610 eV.